A 6-piece molecular cluster, C17H39FN6O14S overall in a non-equilibrium geometry. Source: the OMol25 dataset; level of theory: wB97M-V/def2-TZVPD.

Its orbital gap is 9.12 eV. As for the largest force on an atom: 0.17775 hartree/bohr. The SMILES is CCCCCCCCCN(CCOC=O)S(=O)(=O)F.C[N+](=O)[O-].C[N+](=O)[O-].C[N+](=O)[O-].C[N+](=O)[O-].C[N+](=O)[O-]. The energy is -2550.2773 Eh. Its LUMO energy is -1.393 eV.

Geometry as ORCA input:
```
! wB97M-V def2-TZVPD RIJCOSX def2/J DEFGRID3
* xyz 0 1
C -6.17486 -3.62110 5.07433
C -4.84583 -4.55888 5.45549
C -4.22749 -5.33648 4.14274
C -2.68346 -4.91010 3.76883
C -2.57680 -3.66604 2.69098
C -2.56012 -2.25770 3.57515
C -2.60880 -0.91108 2.60897
C -1.08467 -0.41116 2.27210
C -0.55968 -0.74234 0.75584
N -1.31474 -0.04799 -0.35521
C -1.17870 1.45759 -0.31368
C -2.38813 2.25780 -1.14034
O -2.49368 3.69293 -0.72690
C -2.34742 4.46439 -2.00567
O -1.43429 5.42417 -2.20125
S -0.55368 -0.68245 -1.83638
O -1.01755 0.04434 -3.12079
O -0.97438 -2.19202 -2.01750
F 1.18240 -0.51681 -1.78798
H -6.78373 -4.21350 4.24681
H -6.89806 -3.53003 6.01396
H -5.88083 -2.54062 4.73221
H -4.04568 -3.94601 6.06303
H -5.27018 -5.40506 6.18208
H -4.23252 -6.50506 4.34205
H -4.88391 -5.09919 3.17546
H -2.04820 -4.59599 4.71401
H -2.16532 -5.85511 3.26119
H -3.40555 -3.67433 1.86026
H -1.51733 -3.71432 2.16069
H -3.48503 -2.31321 4.31928
H -1.59658 -2.31974 4.24792
H -3.30106 -1.06925 1.67890
H -3.10537 -0.05950 3.28156
H -0.99433 0.71330 2.59583
H -0.36566 -1.01447 3.00996
H 0.55914 -0.36885 0.69055
H -0.57467 -1.89514 0.54501
H -1.16250 1.92880 0.75695
H -0.13115 1.72236 -0.81378
H -3.42572 1.71973 -1.05579
H -2.08571 2.27417 -2.27479
H -3.05210 4.15751 -2.89905
C 2.99528 0.22435 3.58244
N 1.63993 0.72166 3.94213
O 1.08078 0.19174 4.90929
O 1.17569 1.63001 3.24329
H 3.27622 -0.56977 4.27752
H 2.94586 -0.15724 2.56063
H 3.68629 1.06628 3.65913
C 2.06875 2.52041 -3.66064
N 2.72690 2.95673 -2.39964
O 3.52835 3.89528 -2.47482
O 2.42026 2.34461 -1.36993
H 2.43052 3.14298 -4.48175
H 2.33270 1.47377 -3.82509
H 0.99167 2.64265 -3.52959
C -1.09303 -5.07016 -3.85034
N -1.46656 -6.37136 -3.23306
O -1.10376 -6.56996 -2.06782
O -2.11349 -7.15659 -3.93585
H -0.52964 -4.48254 -3.12234
H -0.48099 -5.28563 -4.72849
H -2.01751 -4.55882 -4.12615
C 4.46417 5.80272 -4.83827
N 3.89648 5.49884 -6.17956
O 3.01932 4.62942 -6.23922
O 4.34754 6.14179 -7.13463
H 3.97750 5.16624 -4.09616
H 5.53566 5.59685 -4.87958
H 4.26987 6.85666 -4.62928
C 7.82326 4.58355 -2.08502
N 8.12816 5.80257 -2.88169
O 9.31651 6.02915 -3.13732
O 7.16578 6.49754 -3.22791
H 8.75890 4.07113 -1.85117
H 7.32054 4.90472 -1.17053
H 7.17602 3.94684 -2.69157
*
```

C17H39OP3SSn as an isolated structure in a non-equilibrium geometry. Source: the OMol25 dataset; level of theory: wB97M-V/def2-TZVPD.

Its orbital gap (alpha / beta) is 7.32 / 4.79 eV. As for the largest force on an atom: 0.03915 hartree/bohr. The energy is -2381.3820 Eh. Its LUMO energy (alpha / beta) is -12.780 / -13.849 eV. The relative energy (zero: lowest compared OMol25 entry of this formula, charge and spin) is 0.0 kJ/mol.

Geometry as ORCA input:
```
! wB97M-V def2-TZVPD RIJCOSX def2/J DEFGRID3
* xyz 4 1
Sn -0.03760 0.05808 1.36721
P 2.00671 1.16709 2.81653
P -2.01800 1.77047 2.01822
P 0.62117 1.00667 -0.87556
H -1.08657 -2.58351 1.45372
C -0.28464 -2.25753 0.78143
C 1.05020 -2.25865 1.24799
H 1.24973 -2.55157 2.28507
C 2.33670 0.68876 4.55170
C 1.94306 2.99591 2.94412
C 3.61024 0.83992 2.01850
C -3.55576 1.12957 1.25331
C -2.43542 2.06237 3.77541
C -1.76762 3.43357 1.30480
C 1.82533 -0.12431 -1.65119
C 1.34142 2.68579 -0.86624
C -0.93734 1.06046 -1.81214
H -0.54739 -2.23225 -0.28942
H 1.91595 -2.16262 0.58130
H 2.38572 -0.40467 4.63747
H 1.53443 1.04272 5.21314
H 3.28847 1.11514 4.90928
H 1.09036 3.29894 3.56894
H 1.83597 3.45724 1.95350
H 2.86220 3.38172 3.40990
H 3.80690 -0.23860 2.01952
H 4.42197 1.33743 2.56507
H 3.61773 1.19855 0.98299
H -4.35814 1.87641 1.36631
H -3.85128 0.19720 1.76450
H -3.39334 0.92499 0.18096
H -3.26096 2.79147 3.84711
H -1.55559 2.46162 4.30843
H -2.74995 1.11632 4.24709
H -2.63980 4.05291 1.55792
H -1.66767 3.38366 0.21094
H -0.86607 3.89493 1.73553
H 2.03355 0.21438 -2.68139
H 1.41870 -1.15060 -1.68245
H 2.76165 -0.13396 -1.06545
H 1.46218 2.99871 -1.92075
H 2.32984 2.67836 -0.36714
H 0.67451 3.39545 -0.34015
H -0.72014 1.34092 -2.85270
H -1.63944 1.78197 -1.36744
H -1.41249 0.06831 -1.79281
C -0.57593 -2.72044 -5.00334
C -1.71269 -2.88797 -5.81254
C -1.98346 -4.13375 -6.39002
C -1.09149 -5.19968 -6.22408
C 0.08965 -5.01043 -5.51092
C 0.36918 -3.77013 -4.93567
S -0.22825 -1.31048 -4.02543
H -1.38318 -0.59519 -3.89126
H -2.40271 -2.04327 -5.94928
H -2.90253 -4.28700 -6.95631
H -1.31841 -6.18596 -6.65485
H 0.79905 -5.82364 -5.37387
H 1.29168 -3.60820 -4.38131
O -0.50294 -0.93953 4.22019
H -0.86311 -0.48141 5.00605
H -0.22436 -1.81267 4.56956
*
```

C17H39OP3SeTi as an isolated structure in a non-equilibrium geometry. Source: the OMol25 dataset; level of theory: wB97M-V/def2-TZVPD.

Its orbital gap (alpha / beta) is 4.70 / 4.70 eV. As for the largest force on an atom: 0.06734 hartree/bohr. The energy is -5019.6143 Eh. Its LUMO energy (alpha / beta) is -15.741 / -15.740 eV. The relative energy (zero: lowest compared OMol25 entry of this formula, charge and spin) is 37.7 kJ/mol.

Geometry as ORCA input:
```
! wB97M-V def2-TZVPD RIJCOSX def2/J DEFGRID3
* xyz 4 1
Ti -0.22317 0.05258 0.63665
P 1.62280 0.68344 2.15908
P -1.20251 2.44883 0.73239
P 0.49752 0.44497 -1.57359
H -0.03856 -4.75798 1.29647
C 0.84752 -4.21220 0.96381
C 1.09548 -2.92308 1.01640
H 0.35463 -2.13607 0.62712
C 1.28472 0.61086 3.97824
C 2.18138 2.42640 2.13644
C 3.20487 -0.23349 2.02250
C -2.81245 2.90213 -0.01037
C -1.63129 2.93151 2.47777
C -0.12701 3.89271 0.18971
C 1.12801 -1.09027 -2.31496
C 1.94453 1.46577 -1.36046
C -0.34847 1.37443 -2.91197
H 1.71920 -4.81994 0.74973
H 2.09378 -2.64877 1.35709
H 1.14761 -0.42630 4.31730
H 0.38960 1.20971 4.22171
H 2.14267 1.05621 4.50177
H 1.37513 3.07484 2.50105
H 2.49988 2.70914 1.12731
H 3.03728 2.51491 2.81173
H 3.06818 -1.24631 2.42276
H 3.98830 0.29028 2.57676
H 3.50144 -0.29146 0.96661
H -2.99910 3.97503 0.07139
H -3.61161 2.37784 0.51416
H -2.84071 2.66215 -1.07358
H -1.94257 3.98763 2.51393
H -0.80313 2.77248 3.18756
H -2.48968 2.31075 2.78080
H -0.61504 4.83662 0.45630
H 0.02668 3.87959 -0.90215
H 0.85115 3.87684 0.68947
H 1.18346 -0.94372 -3.39129
H 0.46403 -1.93041 -2.10707
H 2.13303 -1.33128 -1.96373
H 2.42771 1.52263 -2.31984
H 2.64215 1.03844 -0.65346
H 1.71668 2.47704 -1.02171
H 0.21621 1.17522 -3.83802
H -0.32792 2.45312 -2.72278
H -1.38670 1.07075 -3.07969
C -2.24752 -2.37275 -1.68120
C -1.49157 -3.48781 -1.26560
C -0.83608 -4.20443 -2.24119
C -1.31612 -4.16459 -3.57227
C -2.13384 -3.08831 -3.97281
C -2.51844 -2.13580 -3.03591
Se -2.81743 -1.00001 -0.53439
H -1.42005 -0.22844 -0.95421
H -1.40656 -3.77887 -0.21851
H -0.02346 -4.86274 -1.93284
H -1.08660 -4.95672 -4.30993
H -2.53953 -2.98399 -4.98788
H -3.08400 -1.26130 -3.36689
O -1.28243 -0.88297 2.18177
H -1.88840 -1.65436 2.11100
H -1.29365 -0.45048 3.02152
*
```

A 7-piece molecular cluster, C17H41ClN5O10 overall in a non-equilibrium geometry. Source: the OMol25 dataset; level of theory: wB97M-V/def2-TZVPD.

Its orbital gap (alpha / beta) is 3.48 / 8.92 eV. As for the largest force on an atom: 0.11988 hartree/bohr. The energy is -2158.3571 Eh. Its LUMO energy (alpha / beta) is 2.341 / 1.811 eV.

Geometry as ORCA input:
```
! wB97M-V def2-TZVPD RIJCOSX def2/J DEFGRID3
* xyz -1 3
O 3.65253 -0.88910 1.46031
H 2.83657 -0.76609 1.95090
H 4.42550 -1.10024 1.98902
H 3.80723 -0.15840 0.85722
Cl 0.51544 -1.23923 -1.21100
O 1.05971 -2.48489 -0.75041
O 0.96472 -0.89983 -2.57520
O -0.86914 -1.40673 -1.22865
O 0.92693 -0.25818 -0.28136
C -4.86470 -0.54697 0.75782
C -4.31456 0.03175 2.04642
C -2.78636 0.14413 1.92625
C -2.31679 1.26334 0.98679
C -2.83310 2.57330 1.53607
C -4.36683 2.70466 1.69372
N -4.82224 1.47996 2.34299
O -6.07032 1.40758 3.05719
C -4.77411 4.00581 2.63221
C -4.88657 3.09004 0.26919
C -4.51380 -0.95729 3.23953
H -4.34042 -0.25400 -0.15178
H -5.87341 -0.15788 0.61922
H -4.79421 -1.63463 0.76962
H -2.44279 0.33383 2.94315
H -2.51900 -0.83078 1.51863
H -2.71058 0.99122 0.00751
H -1.23101 1.28550 0.89350
H -2.37860 3.33322 0.90042
H -2.36262 2.67002 2.51453
H -5.82848 4.25057 2.76063
H -4.32135 3.96218 3.62277
H -4.33940 4.83885 2.07978
H -4.25111 3.74810 -0.32349
H -4.75890 2.16390 -0.29123
H -5.95126 3.28059 0.13421
H -3.78977 -1.73416 3.48521
H -5.55990 -1.25771 3.18003
H -4.29062 -0.35663 4.12128
O -2.19073 -5.67629 -3.75651
C -2.27585 -4.46206 -3.39727
N -1.18653 -3.94687 -2.86256
C -3.50677 -3.58577 -3.52920
H -0.97524 -3.02254 -2.51463
H -0.45726 -4.64226 -2.79406
H -4.17328 -4.09975 -2.83660
H -3.84924 -3.29208 -4.52144
H -3.23217 -2.66138 -3.02105
O 4.05729 1.98516 3.15672
C 3.70313 2.22909 2.08141
N 2.61535 1.59649 1.56111
C 4.34796 3.35994 1.23108
H 2.42620 1.76387 0.58320
H 1.96299 1.09834 2.14964
H 4.20248 4.30406 1.75603
H 4.22697 3.46983 0.15342
H 5.39348 3.07465 1.34771
O 6.12320 -2.94083 -3.08433
C 5.65556 -2.86139 -1.99616
N 6.43072 -3.17448 -0.97386
C 4.19072 -2.62032 -1.83750
H 6.07079 -3.52235 -0.09663
H 7.27083 -3.64994 -1.27095
H 3.81684 -2.43094 -2.84371
H 3.88638 -1.87834 -1.09929
H 3.82977 -3.58167 -1.47194
O 4.43838 0.71731 -0.41982
C 4.44280 0.98695 -1.60303
N 3.40400 1.21322 -2.34430
C 5.80185 0.89667 -2.34853
H 3.56411 1.44126 -3.31511
H 2.55468 0.72419 -2.10017
H 6.20172 -0.10183 -2.17191
H 6.51225 1.57579 -1.87713
H 5.68994 1.08851 -3.41566
*
```